# 1
{"formula": "C10H14F3NO4S", "method": "ωB97M-V/def2-TZVPD", "species": ["C", "C", "C", "O", "O", "C", "C", "C", "N", "C", "S", "O", "C", "O", "C", "C", "F", "F", "F", "H", "H", "H", "H", "H", "H", "H", "H", "H", "H", "H", "H", "H", "H"], "coordinates": [[-2.49818, -3.86568, -1.44750], [-1.62999, -2.63779, -1.27892], [-2.30367, -1.39512, -1.79025], [-3.28805, -1.43543, -2.49970], [-1.82862, -0.18218, -1.39454], [-0.46411, -0.13858, -0.99643], [-0.08728, 1.29861, -0.69753], [1.03785, 1.49340, 0.31940], [1.42766, 2.92927, 0.30293], [2.36838, 0.76450, 0.11054], [2.35207, -1.07656, 0.08624], [3.06047, 1.08169, 1.31213], [2.15932, 0.82722, 2.31075], [2.43985, 0.38609, 3.38909], [0.75382, 1.12588, 1.77119], [0.02771, 2.18936, 2.58348], [0.87300, 2.97520, 3.27795], [-0.74293, 2.98696, 1.81560], [-0.80222, 1.59535, 3.47589], [-2.45887, -4.23612, -2.45917], [-2.10029, -4.64398, -0.80945], [-3.52057, -3.69445, -1.15215], [-0.68230, -2.79111, -1.78111], [-1.38146, -2.50466, -0.23222], [0.18970, -0.52562, -1.76649], [-0.32437, -0.72174, -0.09877], [0.13840, 1.85488, -1.59517], [-0.96883, 1.75465, -0.26195], [2.19014, 3.08860, -0.33253], [0.64451, 3.49895, 0.02827], [2.87259, 1.07638, -0.78944], [2.44684, -1.34440, -1.22419], [0.09941, 0.26645, 1.82405]], "homo_lumo_gap_ha": 0.37534, "smiles": "CCC(=O)OCC[C@]1(N)[C@H](S)OC(=O)[C@H]1C(F)(F)F", "spin_multiplicity": 1, "max_force_ha_per_bohr": 0.0329, "homo_energy_ha": -0.3748}


# 2
{"formula": "C10H14MnN3O5", "method": "ωB97M-V/def2-TZVPD", "species": ["O", "C", "Mn", "O", "C", "C", "O", "C", "O", "C", "O", "H", "C", "N", "C", "C", "N", "N", "C", "C", "H", "H", "H", "H", "H", "H", "H", "H", "H", "H", "H", "H", "H"], "coordinates": [[-0.85637, -4.26899, -2.33119], [-1.69410, -3.53266, -2.30982], [0.77851, 0.57253, -1.96398], [1.97715, -1.89270, -0.37152], [1.54408, -1.04270, -1.03214], [1.89628, 2.01986, -2.40487], [2.22998, 3.05811, -2.80962], [-0.54399, 1.39421, -3.13489], [-0.95443, 2.13439, -3.98048], [0.96165, -0.44068, -3.39849], [1.16258, -0.88038, -4.47807], [-0.99523, 0.74145, -2.20683], [1.73495, 1.62246, 1.19969], [0.78686, 0.64973, 1.69595], [1.27288, -0.26395, 2.72257], [-0.24561, 0.41754, 0.86391], [-0.25505, 1.04098, -0.32670], [-1.24281, -0.40523, 1.19768], [-1.49593, -0.89566, 2.53515], [-2.33370, -0.61518, 0.26346], [2.35634, 2.02372, 2.00014], [1.18112, 2.45230, 0.74603], [2.38392, 1.22877, 0.38101], [0.72120, -0.10828, 3.65871], [1.16039, -1.30586, 2.40017], [2.34493, -0.06856, 2.91106], [-1.16302, 1.43049, -0.50577], [-1.23892, -0.11776, 3.25559], [-2.56283, -1.12559, 2.64224], [-0.93554, -1.81081, 2.75069], [-2.85729, 0.33415, 0.03577], [-2.02071, -1.06879, -0.69677], [-3.09727, -1.27690, 0.69129]], "total_charge": 2, "homo_lumo_gap_ha": [0.28832, 0.21132], "spin_multiplicity": 5, "max_force_ha_per_bohr": 0.2310, "homo_energy_ha": [-0.6055, -0.6035], "de_lowest_kj_mol": 5.9}


# 3
{"formula": "C10H14MnN3O5", "method": "ωB97M-V/def2-TZVPD", "species": ["O", "C", "Mn", "C", "O", "C", "O", "C", "O", "C", "O", "H", "C", "N", "C", "C", "N", "N", "C", "C", "H", "H", "H", "H", "H", "H", "H", "H", "H", "H", "H", "H", "H"], "coordinates": [[1.16290, 0.56156, -4.26547], [0.80108, 0.56134, -3.18282], [-0.62280, -0.27699, 0.32048], [0.98653, -0.47930, 1.11924], [2.01092, -0.62164, 1.66098], [-1.91604, 0.79139, -0.40368], [-2.90778, 1.34470, -0.66429], [-0.42491, -1.38034, -1.05340], [-0.20894, -2.14026, -1.91903], [0.26585, 1.38243, -0.09071], [0.71569, 2.37970, 0.39321], [0.23215, 1.12953, -1.23467], [-2.54170, -3.78248, 2.58964], [-2.33638, -2.65311, 3.47022], [-2.94248, -2.76811, 4.78659], [-1.87991, -1.48462, 2.95818], [-1.77549, -1.34686, 1.61961], [-1.55435, -0.47850, 3.79316], [-1.02503, -0.69745, 5.13155], [-1.43612, 0.86270, 3.23825], [-2.76126, -4.62991, 3.23255], [-1.65454, -4.00465, 1.98435], [-3.39752, -3.62489, 1.92248], [-2.19947, -3.00713, 5.55411], [-3.48344, -1.85427, 5.05759], [-3.64795, -3.60111, 4.71618], [-2.21466, -2.19859, 1.24184], [-0.43350, -1.62250, 5.16378], [-0.36226, 0.13850, 5.36236], [-1.80045, -0.73334, 5.90790], [-0.55071, 0.92523, 2.58216], [-2.33864, 1.14399, 2.66452], [-1.29363, 1.55679, 4.07425]], "total_charge": 2, "homo_lumo_gap_ha": [0.31845, 0.13858], "spin_multiplicity": 5, "max_force_ha_per_bohr": 0.1637, "homo_energy_ha": [-0.5663, -0.5762], "de_lowest_kj_mol": 10.0}


# 4
{"formula": "C10H14MoN6O5S2", "method": "ωB97M-V/def2-TZVPD", "species": ["Mo", "C", "C", "C", "C", "C", "H", "H", "H", "H", "H", "N", "N", "N", "C", "N", "N", "H", "H", "H", "C", "O", "C", "C", "H", "H", "H", "H", "H", "H", "O", "S", "O", "O", "S", "O", "C", "N"], "coordinates": [[-0.37818, 0.59608, -0.28670], [1.02634, 2.43952, 2.12587], [1.43214, 2.15144, 0.80784], [2.00089, 0.83982, 0.81213], [1.96004, 0.36417, 2.14405], [1.35243, 1.34614, 2.93658], [0.44517, 3.29758, 2.42787], [1.36220, 2.83078, -0.02965], [2.56390, 0.38812, 0.00955], [2.29989, -0.60940, 2.47973], [1.08322, 1.23964, 3.97952], [-0.56916, -4.53502, 1.63963], [0.04734, -3.43476, 1.06794], [1.26429, -3.47300, 0.54486], [1.37595, -2.24964, 0.07881], [0.26477, -1.51451, 0.31715], [-0.56240, -2.28209, 0.94608], [-0.79587, -4.28026, 2.59510], [-1.44603, -4.65991, 1.14162], [2.24377, -1.87091, -0.42899], [-1.44838, 0.74905, -3.49295], [-0.04173, 0.82309, -3.34875], [0.51039, 0.79275, -2.07788], [1.98105, 1.08734, -2.33928], [-1.95490, 1.32993, -2.71942], [-1.79794, -0.28078, -3.43052], [-1.66645, 1.15948, -4.48240], [2.09845, 1.54333, -3.32694], [2.57354, 0.16317, -2.32699], [2.40573, 1.75397, -1.59093], [-1.51496, 0.64778, 1.62297], [-2.44806, 1.82299, 1.51918], [-2.25277, 2.78067, 2.59389], [-3.82871, 1.39507, 1.37119], [-1.78126, 2.63868, -0.27737], [-3.22532, -2.68727, -1.00634], [-2.59627, -1.65453, -0.99141], [-1.98314, -0.64853, -1.00506]], "total_charge": -2, "homo_lumo_gap_ha": [0.19795, 0.21358], "spin_multiplicity": 3, "max_force_ha_per_bohr": 0.0071, "homo_energy_ha": [-0.0102, -0.0259], "de_lowest_kj_mol": 0.0}